(1)
{"formula": "C5H12OS", "method": "ωB97M-V with the def2-TZVPD basis set", "species": ["C", "C", "C", "C", "C", "O", "S", "H", "H", "H", "H", "H", "H", "H", "H", "H", "H", "H", "H"], "positions_angstrom": [[-0.61525, 0.99197, 0.96399], [1.11419, 1.56102, -0.89857], [1.09618, -1.07513, 1.80947], [-0.53847, -1.46830, -1.26882], [0.75072, 0.75995, 0.37719], [1.41414, -0.35618, 0.74867], [-1.84821, -0.36684, -1.89012], [-0.55398, 1.20573, 2.09121], [-1.06564, 1.72340, 0.33147], [-1.26548, 0.13042, 0.98363], [1.81079, 0.96489, -1.54359], [0.11148, 1.86654, -1.35382], [1.57937, 2.51353, -0.66994], [1.69466, -1.93864, 2.04321], [-0.78071, -1.64371, -0.17602], [0.19384, -0.86997, 2.31425], [0.40847, -1.03047, -1.19900], [-0.65218, -2.33128, -1.74216], [-2.85391, -0.63693, -0.92103]], "forces_ev_per_angstrom": [[1.6, -0.2, 1.8], [-0.7, -1.2, 0.6], [0.1, -0.5, -0.1], [-2.2, 2.5, 4.0], [-0.8, -0.2, -0.4], [0.4, 1.7, -0.6], [-1.1, 0.1, 0.8], [-0.1, 0.5, -1.4], [-0.6, 0.8, 0.3], [-0.1, -0.7, -0.4], [-0.9, 0.6, 0.2], [1.5, -0.8, 0.0], [0.4, 0.1, 0.2], [0.2, 0.1, -0.3], [0.2, 0.0, -1.2], [-0.7, 0.2, 0.5], [1.3, 0.6, -0.8], [0.2, -3.7, -2.1], [1.4, 0.2, -1.2]], "lowdin_charge": [-0.093, -0.044, -0.040, -0.438, -0.352, -0.097, 0.625, 0.111, 0.055, 0.042, 0.092, 0.072, 0.061, 0.061, 0.048, 0.034, -0.004, -0.034, -0.098], "relative_energy_kj_mol": 439.57, "e_tot_ev": -18257.9100, "orbital_gap_ev": [8.004, 7.743], "spin_multiplicity": 1}



(2)
{"formula": "C5H12OS2", "method": "ωB97M-V with the def2-TZVPD basis set", "species": ["C", "C", "C", "C", "C", "H", "H", "H", "H", "H", "H", "H", "H", "H", "H", "H", "H", "O", "S", "S"], "positions_angstrom": [[1.95041, 0.42228, 3.24622], [1.89719, 0.75042, 1.75070], [0.54501, 1.35056, 1.32149], [0.38541, 1.63158, -0.19812], [-1.31850, -1.81688, -2.24326], [1.15710, -0.32086, 3.47990], [2.91307, -0.03739, 3.48003], [1.77303, 1.29030, 3.85909], [2.70297, 1.45559, 1.50431], [2.07118, -0.17387, 1.15477], [-0.26707, 0.68288, 1.63243], [0.42454, 2.30881, 1.85788], [1.19993, 2.27690, -0.55158], [-0.56656, 2.17619, -0.37026], [-2.25980, -2.36293, -2.28636], [-1.19980, -1.30235, -3.18737], [-0.47186, -2.49666, -2.06108], [-1.56444, -1.32463, 0.38135], [0.48659, 0.15779, -1.27784], [-1.46899, -0.59076, -0.89871]], "forces_ev_per_angstrom": [[-0.5, -1.0, -0.7], [-0.2, -0.3, -0.5], [0.2, 0.1, -0.2], [0.0, 0.3, 0.6], [0.1, -0.2, 0.3], [0.5, 0.4, 0.0], [-0.1, 0.2, 0.2], [0.1, 0.4, 0.3], [-0.1, -0.1, -0.1], [0.0, 0.5, 0.4], [0.1, 0.1, 0.0], [-0.2, -0.3, -0.2], [-0.2, -0.1, 0.0], [0.5, -0.4, -0.1], [0.0, -0.1, 0.2], [0.1, 0.2, -0.1], [-0.4, 0.3, 0.0], [0.2, 0.1, -0.4], [-0.4, 0.1, 0.4], [0.2, -0.1, -0.2]], "lowdin_charge": [-0.116, -0.287, -0.283, -0.542, -0.335, 0.084, 0.068, 0.062, 0.106, 0.096, 0.092, 0.115, 0.067, 0.075, 0.046, 0.035, 0.057, -0.565, 0.626, 0.600], "relative_energy_kj_mol": 55.29, "e_tot_ev": -29097.1112, "orbital_gap_ev": 9.800, "spin_multiplicity": 1}



(3)
{"formula": "C5H12PS", "method": "ωB97M-V with the def2-TZVPD basis set", "species": ["C", "C", "C", "C", "C", "P", "S", "H", "H", "H", "H", "H", "H", "H", "H", "H", "H", "H", "H"], "positions_angstrom": [[0.43387, 1.33227, 0.17049], [1.15243, 2.30951, 0.18729], [-0.71567, -0.81308, 1.79811], [-0.31751, -0.94244, -1.28348], [-2.29338, 0.88409, -0.06250], [-0.71082, -0.01495, 0.17365], [3.32957, -0.57612, -0.72435], [1.81443, 3.07308, 0.39673], [3.91784, -0.48769, -1.84019], [4.26121, -1.25268, -0.15654], [0.15494, -1.49381, 1.97874], [-1.53266, -1.46419, 1.85067], [-0.69933, -0.15157, 2.64594], [-0.03540, -0.21514, -2.06418], [-1.20982, -1.45831, -1.66509], [0.32280, -1.82980, -1.01304], [-2.33530, 1.61095, 0.70311], [-3.16709, 0.22265, -0.00026], [-2.37011, 1.26723, -1.09508]], "forces_ev_per_angstrom": [[0.4, 0.5, 0.2], [-1.7, -2.5, 0.3], [2.2, -0.7, -0.4], [-0.5, -1.9, 0.0], [0.0, -1.8, -1.2], [-0.3, 2.3, 0.2], [-2.4, 0.8, 1.5], [1.0, 1.3, -0.1], [1.2, 0.1, -2.1], [1.3, -0.9, 0.6], [-0.4, 0.7, -0.6], [-1.6, -0.8, 0.1], [-0.3, 0.7, 0.0], [0.5, -0.6, 0.4], [-0.2, 0.3, 0.2], [0.2, 1.4, -0.7], [-0.2, 1.1, 0.6], [0.3, -0.1, 0.4], [0.5, 0.3, 0.6]], "lowdin_charge": [-0.237, 0.140, -0.149, -0.204, -0.158, 0.836, 0.577, 0.038, -0.251, -0.235, 0.092, 0.042, 0.072, 0.086, 0.071, 0.077, 0.048, 0.073, 0.083], "total_charge": 1, "relative_energy_kj_mol": 156.76, "e_tot_ev": -25495.1690, "orbital_gap_ev": 9.957, "spin_multiplicity": 1}



(4)
{"formula": "C5H12S", "method": "ωB97M-V with the def2-TZVPD basis set", "species": ["C", "S", "C", "C", "C", "C", "H", "H", "H", "H", "H", "H", "H", "H", "H", "H", "H", "H"], "positions_angstrom": [[-0.08074, 1.70280, 1.61155], [1.11694, 1.05756, 0.44972], [0.22679, -0.26183, -0.35466], [-1.06739, 0.31061, -0.96527], [-0.02858, -1.36986, 0.71395], [1.19048, -0.70557, -1.43638], [-0.42582, 0.97183, 2.36716], [0.37387, 2.56105, 2.22372], [-1.00533, 2.09225, 1.09532], [-1.89261, 0.26849, -0.22507], [-1.40949, -0.37177, -1.81617], [-0.96214, 1.32689, -1.40169], [0.86809, -1.64747, 1.24611], [-0.33534, -2.27187, 0.23153], [-0.79479, -1.14130, 1.42151], [2.09120, -1.09640, -0.98763], [0.71812, -1.53982, -2.06739], [1.41674, 0.11440, -2.10633]], "forces_ev_per_angstrom": [[-1.0, 1.2, 1.1], [0.9, 1.2, 0.6], [-0.7, 0.0, 0.7], [-1.0, -1.3, -0.9], [0.4, 0.1, -1.3], [-1.1, -1.6, -0.9], [0.3, 0.1, -0.4], [-0.5, -1.2, -1.2], [1.0, -0.3, 0.5], [0.4, 0.4, -0.4], [0.4, 0.8, 1.0], [0.1, -0.6, 0.5], [0.4, 0.3, 0.2], [-0.5, -0.7, -0.6], [-0.5, 0.5, 0.5], [0.4, -0.1, 0.0], [0.6, 1.1, 0.9], [0.2, 0.2, -0.1]], "lowdin_charge": [-0.432, 0.852, -0.894, -0.122, -0.101, -0.148, 0.032, 0.059, 0.043, 0.077, 0.097, 0.085, 0.074, 0.068, 0.059, 0.068, 0.112, 0.070], "relative_energy_kj_mol": 7.69, "e_tot_ev": -16214.6961, "orbital_gap_ev": 9.222, "spin_multiplicity": 1, "smiles": "CSC(C)(C)C"}



(5)
{"formula": "C5H12S", "method": "ωB97M-V with the def2-TZVPD basis set", "species": ["C", "C", "C", "C", "C", "S", "H", "H", "H", "H", "H", "H", "H", "H", "H", "H", "H", "H"], "positions_angstrom": [[-2.57070, -0.33473, -0.24491], [-1.18721, -0.63608, 0.36287], [-0.08236, 0.31690, -0.21757], [1.35478, 0.06024, 0.32186], [2.27934, 1.21266, -0.08933], [1.97581, -1.57613, -0.15634], [-2.56642, -0.54671, -1.31896], [-3.40060, -0.90511, 0.23845], [-2.90250, 0.70369, -0.06709], [-1.20983, -0.51306, 1.46563], [-0.98455, -1.70686, 0.13280], [-0.50417, 1.32189, 0.01280], [0.08873, 0.24694, -1.29254], [1.32256, 0.06281, 1.41452], [2.26894, 1.31972, -1.18744], [3.30224, 1.07183, 0.25578], [1.96535, 2.19931, 0.30438], [0.85059, -2.29730, 0.06508]], "forces_ev_per_angstrom": [[-0.6, 0.1, 0.7], [0.2, -0.1, -0.6], [-0.3, -0.6, 0.6], [-1.2, 1.1, 1.1], [0.0, 0.1, -0.6], [0.2, -0.1, -0.4], [-0.1, 0.1, 0.2], [0.8, 0.0, -0.4], [0.5, -0.2, -0.3], [0.1, -0.1, -0.6], [0.0, 0.7, 0.3], [0.9, -0.3, -0.1], [-0.8, -0.1, -0.3], [-0.1, 0.0, 0.0], [0.2, -0.1, 0.3], [0.1, -0.2, -0.1], [-0.2, -0.7, 0.0], [0.4, 0.4, 0.0]], "lowdin_charge": [-0.131, -0.274, -0.250, -0.747, -0.142, 0.743, 0.072, 0.076, 0.069, 0.115, 0.078, 0.120, 0.104, 0.087, 0.079, 0.066, 0.085, -0.151], "relative_energy_kj_mol": 4.18, "e_tot_ev": -16214.7324, "orbital_gap_ev": 9.949, "spin_multiplicity": 1, "smiles": "CCC[C@H](C)S"}



(6)
{"formula": "C5H12S", "method": "ωB97M-V with the def2-TZVPD basis set", "species": ["C", "C", "C", "C", "C", "S", "H", "H", "H", "H", "H", "H", "H", "H", "H", "H", "H", "H"], "positions_angstrom": [[3.96866, 1.19434, -0.47293], [2.11819, -0.47295, 0.52351], [-3.34773, -2.30302, -0.21730], [-0.83403, 1.93351, 0.62554], [-2.37583, -1.79504, -0.94453], [2.72479, 0.18671, -0.86058], [4.46750, 1.68861, -1.27725], [4.26318, 1.37088, 0.54180], [1.27328, -1.11693, 0.42828], [2.51723, -0.22398, 1.48511], [0.12514, 2.08932, 1.09941], [-3.57966, -1.93206, 0.76743], [-3.96301, -3.11418, -0.57090], [-1.20292, 2.87474, 0.24062], [-0.71755, 1.23634, -0.19519], [-1.53177, 1.53376, 1.34677], [-1.76216, -0.98392, -0.59005], [-2.14331, -2.16613, -1.92975]], "forces_ev_per_angstrom": [[-0.9, -0.7, -0.6], [0.3, 0.4, -1.3], [-0.2, -0.1, 0.2], [0.0, 0.0, -0.1], [0.2, 0.1, -0.2], [0.6, 0.3, 1.9], [0.1, 0.1, -0.3], [0.0, 0.0, 0.3], [-0.3, -0.3, -0.1], [0.1, 0.1, 0.3], [0.2, 0.0, 0.1], [0.0, 0.1, 0.2], [-0.1, -0.1, -0.1], [-0.1, 0.2, -0.1], [0.0, -0.1, -0.1], [-0.2, -0.1, 0.2], [0.1, 0.2, 0.1], [0.0, -0.1, -0.2]], "lowdin_charge": [-0.418, -0.420, -0.076, -0.042, -0.075, 0.876, -0.021, 0.003, -0.022, 0.006, 0.010, 0.043, 0.043, 0.015, -0.005, 0.015, 0.023, 0.045], "relative_energy_kj_mol": 338.17, "e_tot_ev": -16211.2709, "orbital_gap_ev": 7.896, "spin_multiplicity": 1}



(7)
{"formula": "C5H12S", "method": "ωB97M-V with the def2-TZVPD basis set", "species": ["C", "C", "S", "H", "H", "H", "H", "H", "H", "C", "C", "C", "H", "H", "H", "H", "H", "H"], "positions_angstrom": [[-1.71680, -0.76011, 2.07544], [-2.68514, 0.26948, 1.53983], [-2.66201, 1.90721, 2.33044], [-1.35917, -1.43074, 1.15314], [-1.98778, -1.47724, 2.87499], [-0.75687, -0.10263, 2.22085], [-2.45328, 0.07580, 0.44273], [-3.79683, -0.01150, 1.56782], [-1.52223, 1.59863, 2.93478], [2.41322, -0.54160, -2.91981], [1.80257, 0.21063, -1.75707], [2.10868, 0.61815, -0.51990], [2.69326, -1.55500, -3.04661], [1.56640, -0.57966, -3.68569], [3.25911, 0.02973, -3.34110], [0.70236, 0.45135, -1.97969], [1.40307, 1.15018, 0.00766], [2.99142, 0.14732, 0.10220]], "forces_ev_per_angstrom": [[3.3, -0.5, -1.6], [-2.2, -1.2, -0.7], [-0.2, -1.3, -1.3], [-0.9, 1.3, 2.1], [0.1, 1.0, -0.1], [-1.3, -1.8, 0.4], [-0.5, 1.9, 0.7], [1.2, 0.4, 0.1], [0.6, 0.3, 0.6], [-1.3, 1.6, -1.9], [-2.5, -0.3, 0.4], [3.4, -3.5, -0.3], [0.6, -1.3, 1.6], [1.3, 0.6, 0.6], [-0.5, -0.1, 0.1], [1.7, 0.2, -0.1], [-1.4, 1.2, 1.2], [-1.4, 1.5, -1.5]], "lowdin_spin": [0.013, 0.118, 0.766, 0.000, 0.004, -0.001, 0.043, 0.026, 0.031, 0.000, 0.000, 0.000, 0.000, 0.000, 0.000, 0.000, 0.000, 0.000], "total_charge": 1, "relative_energy_kj_mol": 339.12, "e_tot_ev": -16202.6315, "orbital_gap_ev": [7.665, 2.752], "s_squared": 0.754, "spin_multiplicity": 2}



(8)
{"formula": "C5H12Si", "method": "ωB97M-V with the def2-TZVPD basis set", "species": ["C", "Si", "H", "H", "H", "H", "C", "C", "C", "C", "H", "H", "H", "H", "H", "H", "H", "H"], "positions_angstrom": [[3.42315, -0.16085, -1.12108], [3.48116, 0.80332, 0.37234], [2.60410, -0.79874, -1.47541], [4.17540, 0.06476, -1.84210], [2.50303, 1.25864, 1.30161], [4.83132, 1.31347, 0.95197], [-2.25614, -1.69053, -1.01408], [-2.39708, -0.46869, -0.07194], [-1.30745, 0.15246, 0.32490], [-1.18380, 1.25687, 1.33575], [-1.46270, -1.67138, -1.74780], [-2.11844, -2.52660, -0.33124], [-3.11763, -1.87739, -1.54846], [-3.42244, -0.22470, 0.17907], [-0.27649, -0.16125, -0.07159], [-1.63779, 1.03821, 2.39323], [-0.14797, 1.56379, 1.40568], [-1.69022, 2.12861, 0.95916]], "forces_ev_per_angstrom": [[-1.0, 1.2, 2.1], [2.0, -0.9, -1.8], [0.2, 0.6, 0.3], [0.8, -0.3, -0.2], [-1.1, -0.3, 0.6], [-1.0, -0.3, -0.9], [0.9, 0.8, 2.0], [0.5, -1.3, -1.9], [1.9, 0.0, 0.4], [-1.0, -0.1, 1.3], [0.5, 0.3, 0.2], [0.2, -0.4, -0.2], [-2.1, -0.3, -1.1], [0.2, 0.2, 0.5], [-1.8, 0.1, 0.4], [1.0, 0.2, -2.0], [0.2, -0.1, 0.4], [-0.4, 0.5, 0.0]], "lowdin_charge": [-0.312, 0.675, -0.045, -0.070, -0.152, -0.090, -0.100, -0.158, -0.211, -0.123, 0.067, 0.071, 0.027, 0.101, 0.119, 0.112, 0.031, 0.057], "relative_energy_kj_mol": 320.55, "e_tot_ev": -13253.4081, "orbital_gap_ev": 8.591, "spin_multiplicity": 1, "smiles": "C=[SiH2].C/C=C/C"}